[1]
Computed, not measured: a molecular structure, C27H34F3Ge2MgN4O4S, with ωB97M-V/def2-TZVPD.

Element x y z (Å)
N1 7.90407 -0.71057 -0.09226
H1 -4.25228 7.23865 0.10548
O1 0.41403 -1.25035 2.83430
C1 3.66981 -2.65898 -1.34388
H2 -3.19473 6.78386 -2.08633
C2 6.92206 -1.31148 -0.13696
H3 -2.05752 -0.71089 1.87338
C3 2.65515 -1.55963 4.10873
O2 0.39497 -2.54848 4.94687
H4 3.02033 -2.55579 -2.20714
C4 0.71259 0.02762 -2.65044
C5 -3.81012 6.27099 -0.09515
C6 -4.19717 -3.69549 -0.67982
C7 1.98744 -4.16848 -0.29821
H5 -3.03880 1.93756 3.08104
H6 -0.67105 3.32955 2.52771
H7 2.53652 -1.16754 -0.05691
C8 -2.65832 3.76716 -0.61764
C9 -2.34948 -3.04745 0.46185
H8 0.06759 0.43035 -4.69683
H9 1.54000 -4.28038 -1.28486
H10 0.57135 1.16428 2.10893
H11 -3.13439 -1.32943 -1.95129
H12 -2.76457 -0.47539 -4.32708
C10 -2.31396 -1.39988 -3.95813
H13 -2.28506 2.35264 -2.99680
H14 3.91408 -4.30835 1.60839
H15 -3.46523 0.15459 1.30887
C11 3.27750 -3.53856 -0.30080
C12 -3.81901 5.28182 0.87689
C13 4.84377 -1.93708 -1.29180
H16 1.77902 0.74356 -4.41728
H17 5.10971 -1.27548 -2.10711
H18 -1.34637 -1.51392 -4.45343
O3 1.35678 -3.43049 2.85280
C14 -3.24110 4.04814 0.61687
C15 0.78577 0.80500 -3.96503
H19 -0.13189 3.94222 0.97277
C16 5.34932 -2.93338 0.83837
S1 1.00848 -2.26905 3.69199
C17 -2.16082 -1.38551 -2.43824
F1 3.30813 -1.20918 2.99059
C18 -1.92923 1.86873 -2.08654
H20 6.00847 -3.03554 1.69143
H21 0.56110 1.86150 -3.80514
C19 0.31614 1.83498 1.28270
O4 1.67900 -1.07329 0.38966
H22 -1.52949 1.13015 3.51356
H23 -2.94668 -2.22876 -4.28172
N2 -4.78402 -4.22100 -1.52870
C20 -3.21849 6.01328 -1.32551
Ge1 -1.29521 1.10504 0.40381
H24 1.13577 1.80367 0.55902
N3 -3.61719 -3.05011 0.31934
C21 -2.06513 2.43772 -0.87153
C22 -2.47454 0.28975 1.74534
F2 3.40543 -2.43708 4.77277
H25 -3.07050 0.35069 3.82983
H26 -1.69554 -2.31343 -2.09869
Ge2 -1.06772 0.11798 -1.79314
N4 -1.19871 -2.95646 0.64530
C23 0.13062 3.26642 1.78872
H27 1.45027 0.41483 -1.94412
H28 1.91834 -5.08459 0.28914
H29 -3.24249 3.28099 1.38039
H30 0.95674 -1.02749 -2.80612
C24 5.70344 -2.05701 -0.19475
C25 -2.64970 4.77667 -1.58319
H31 1.75694 -0.40338 1.08103
H32 -2.17549 4.59189 -2.53915
C26 -2.53182 0.97108 3.11033
Mg1 0.77454 -2.83475 0.95691
F3 2.51114 -0.46560 4.85971
C27 4.17843 -3.65279 0.78620
H33 -4.27149 5.47069 1.84253
H34 1.04046 3.64843 2.25813

Properties
- F_max: 0.3 eV/A
- Spin multiplicity: 1
- Calculated total energy: -6621.13794 Ha
- Total charge: -1

[2]
Computed, not measured: 2 unconnected molecules or ions with the total composition C28H41Br2FN2O3P, with ωB97M-V/def2-TZVPD.

Element x y z (Å)
H1 -3.24044 2.27926 -1.56418
Br1 -2.57368 3.20598 0.71860
C1 6.25253 1.50154 -0.11417
C2 -1.40852 -0.38175 1.42561
H2 -5.18138 1.91748 -2.21990
C3 -1.33290 -0.09335 -1.99715
C4 -3.53161 0.48476 -0.16928
O1 -3.50376 -3.49110 3.20860
H3 -1.38624 -0.98926 -1.28926
C5 2.28137 2.14572 -1.79067
H4 -0.42182 -0.24373 -2.66741
C6 5.20349 0.53662 1.92379
C7 4.61186 4.13029 0.59031
H5 -0.32039 -4.36987 -0.20402
H6 -0.40693 1.45101 -0.52059
C8 5.00973 1.57524 0.79667
H7 -5.46203 1.49269 -4.29223
H8 4.36243 0.54310 2.62357
H9 5.52982 4.60455 0.22656
C9 3.74693 3.74364 -0.60660
H10 -5.67821 -3.01909 1.21920
H11 -5.87371 -0.92881 -2.85204
H12 -6.67019 1.57944 -1.19424
C10 1.80894 2.67170 0.60487
H13 6.22247 2.25094 -0.90910
C11 -5.78406 1.08286 -1.72982
C12 -5.10800 -2.09989 0.84606
C13 -2.70530 1.76810 -0.68129
C14 -1.25421 1.33111 -1.27095
C15 -6.32522 0.12556 -2.92468
N1 -6.08589 0.67528 -4.29372
C16 0.97293 -1.68362 1.33686
H14 2.18433 2.93286 1.59744
C17 -2.89379 -2.84837 2.31537
H15 2.34704 -1.57868 -0.40950
H16 5.32034 -0.47744 1.53429
H17 -1.59780 -5.88786 4.18404
H18 -5.65364 -0.01530 -4.92405
H19 3.03967 1.92790 -2.54988
H20 1.59938 -3.25399 -0.25601
H21 0.97882 -5.63954 0.39691
C18 -4.97794 0.19073 -0.68239
C19 4.96004 2.95284 1.49592
N2 3.86472 1.35810 -0.10354
H22 1.59826 1.29274 -1.74256
C20 -1.29922 -2.96185 2.05476
C21 -0.10523 -5.27432 0.48027
H23 3.08378 4.58124 -0.85344
H24 -0.84152 -6.12905 0.30247
H25 1.15510 3.49205 0.28276
P1 -0.42265 -4.61921 2.26286
H26 1.70005 3.00729 -2.14437
F1 1.78206 -2.33164 2.36276
H27 5.91889 3.16183 1.98921
H28 4.22567 2.91828 2.30813
C22 -1.53075 -5.93611 3.04541
H29 -2.56751 -5.88507 2.53419
C23 1.36808 -2.14290 -0.15092
C24 -3.65870 -1.82840 1.32056
H30 4.40403 3.63308 -1.47724
C25 -2.89176 -0.54370 0.83660
H31 7.17668 1.66489 0.45561
H32 1.26644 -0.56492 1.40149
H33 -1.09445 -6.97208 2.76956
H34 0.59860 -1.76043 -0.92326
H35 -6.81442 -1.30360 -0.48529
C26 -5.73451 -1.08657 -0.14297
O2 -0.87559 0.70909 1.74756
H36 1.17575 1.78696 0.71632
H37 6.10978 0.75756 2.50037
H38 4.09994 4.89323 1.18781
H39 -7.47470 0.08618 -2.78963
O3 3.23652 0.13262 0.05710
C27 -0.60498 -1.76558 1.63888
Br2 -0.86322 2.67043 -2.73118
C28 2.93395 2.44246 -0.42522
H40 -2.30526 -0.10340 -2.62497
H41 6.33165 0.52127 -0.59162

Properties
- F_max: 4.5 eV/A
- Spin multiplicity: 1
- Calculated total energy: -7015.67776 Ha
- Total charge: -1

Looking at energy above the lowest of the compared OMol25 structures with the same formula, charge and spin for the records above, in order, we have 6.00; 637.11 kJ/mol.
Looking at LUMO energy for the records above, in order, we have 2.34; 0.71 eV.